1.
{
  "formula": "C29H26AsF6FeN9",
  "method": "ωB97M-V with the def2-TZVPD basis set",
  "species": ["Fe", "C", "N", "C", "C", "C", "C", "C", "N", "C", "C", "C", "C", "C", "C", "H", "H", "H", "H", "H", "H", "H", "H", "H", "H", "H", "N", "C", "C", "C", "C", "C", "N", "C", "H", "H", "H", "H", "F", "As", "F", "F", "F", "F", "F", "C", "C", "N", "C", "C", "N", "C", "N", "N", "N", "C", "C", "C", "C", "C", "C", "H", "H", "H", "H", "H", "H", "H", "H", "H", "H", "H"],
  "positions_angstrom": [[0.17549, -0.53095, 1.91630], [0.48817, -0.72194, -1.11241], [0.01641, -1.35177, 0.11927], [-0.46598, -2.54545, 0.14507], [-0.95343, -2.99273, 1.41232], [-1.45209, -4.19995, 1.91787], [-1.62279, -3.99826, 3.27777], [-1.23419, -2.66612, 3.55070], [-0.83601, -2.05835, 2.42828], [0.21577, -1.52449, -2.34944], [1.20835, -2.33823, -2.88536], [0.94231, -3.11236, -4.00655], [-0.32001, -3.08504, -4.58461], [-1.31264, -2.27401, -4.05090], [-1.04355, -1.49080, -2.93876], [1.55202, -0.51239, -0.99200], [-0.03639, 0.24219, -1.16320], [-0.52576, -3.15759, -0.75072], [-1.62299, -5.10416, 1.35707], [-2.02612, -4.69362, 3.99467], [-1.29384, -2.13512, 4.48903], [2.19009, -2.35734, -2.42631], [1.71958, -3.73751, -4.42528], [-0.52996, -3.69214, -5.45546], [-2.29185, -2.24387, -4.51051], [-1.81167, -0.83684, -2.53508], [-1.91093, 3.76602, 6.03016], [-1.23885, 2.86623, 5.79344], [-0.41734, 1.72980, 5.48094], [0.40228, 1.12847, 6.42844], [1.15055, 0.03372, 6.04816], [1.07223, -0.42414, 4.74355], [0.29679, 0.16985, 3.82587], [-0.44292, 1.22273, 4.18915], [0.44104, 1.51387, 7.43830], [1.80178, -0.47302, 6.74523], [1.64010, -1.27959, 4.41876], [-1.06507, 1.67985, 3.43504], [2.11567, 0.15112, 1.39462], [3.33490, -1.20721, 1.60159], [4.32567, -2.55529, 1.89218], [4.51131, -0.21039, 0.89786], [3.63328, -0.55738, 3.16976], [2.84500, -1.79806, 0.05787], [1.89174, -2.03107, 2.27286], [0.96840, 2.88353, 1.08056], [-0.28013, 2.21563, 0.61992], [-0.79486, 1.10570, 1.13143], [-1.99838, 0.86495, 0.47952], [-2.18572, 1.83055, -0.44803], [-1.10379, 2.68784, -0.34307], [-0.72846, 3.69535, -1.32572], [0.01428, 3.13361, -2.41547], [1.34309, 2.89587, -2.24160], [1.77943, 2.17639, -3.19516], [0.72851, 1.88829, -4.04570], [0.70029, 1.15797, -5.23566], [-0.51400, 1.04276, -5.86790], [-1.68010, 1.62956, -5.33517], [-1.66708, 2.35596, -4.16458], [-0.42717, 2.47844, -3.53479], [1.33155, 2.37563, 1.95868], [0.75908, 3.92359, 1.33895], [1.74317, 2.86092, 0.31628], [-2.62609, 0.02673, 0.72796], [-2.98385, 2.00047, -1.14857], [-0.10347, 4.44313, -0.84224], [-1.63125, 4.16965, -1.70442], [1.60317, 0.71473, -5.63329], [-0.58712, 0.49147, -6.79520], [-2.61173, 1.51440, -5.87367], [-2.56394, 2.83023, -3.78864]],
  "homo_energy_ev": [-11.18, -11.18],
  "s_squared": 1.176,
  "orbital_gap_ev": [6.175, 6.450],
  "spin_multiplicity": 2,
  "energy_ev": -155433.9821,
  "max_force_ev_per_a": 1.320,
  "e_above_lowest_ev": 0.0000,
  "total_charge": 1
}


2.
{
  "formula": "C22H26N4O5",
  "method": "ωB97M-V with the def2-TZVPD basis set",
  "species": ["C", "C", "C", "C", "N", "C", "O", "N", "C", "O", "C", "C", "N", "C", "C", "O", "O", "C", "H", "H", "H", "H", "C", "C", "C", "N", "C", "C", "C", "C", "C", "C", "H", "H", "H", "H", "H", "H", "H", "H", "H", "C", "H", "H", "H", "C", "O", "H", "H", "H", "H", "H", "H", "H", "H", "H", "H"],
  "positions_angstrom": [[3.86853, -3.10451, 0.12047], [2.43930, -2.94896, -0.38389], [1.75049, -4.30043, -0.55632], [0.33144, -4.16439, -1.10786], [-0.52148, -3.39483, -0.20933], [-1.00064, -4.06111, 0.89506], [-0.76838, -5.22534, 1.12019], [-1.76951, -3.29466, 1.72775], [-2.09683, -1.94990, 1.61465], [-2.78340, -1.47135, 2.50005], [-1.57957, -1.29556, 0.42804], [-1.79636, 0.07597, 0.18336], [-1.44501, 0.60060, -0.97824], [-1.34003, 1.98944, -1.32124], [-2.05905, 2.25644, -2.63892], [-2.32714, 1.42396, -3.45928], [-2.31863, 3.55982, -2.76968], [-2.93760, 3.95683, -3.98902], [-3.88755, 3.43509, -4.11711], [-2.28975, 3.72151, -4.83520], [-3.09556, 5.02917, -3.91370], [-1.76671, 2.62732, -0.54628], [0.16044, 2.34929, -1.50160], [0.91721, 1.91322, -0.29351], [1.65611, 0.77210, -0.16754], [2.11987, 0.65213, 1.11118], [1.67858, 1.71396, 1.84721], [1.87242, 2.03094, 3.18558], [1.28438, 3.18327, 3.66021], [0.52324, 4.00811, 2.82684], [0.32915, 3.70216, 1.49894], [0.90895, 2.53868, 0.99093], [-0.25542, 4.34962, 0.86138], [0.08154, 4.90280, 3.23993], [1.41249, 3.45874, 4.69610], [2.46180, 1.39491, 3.82907], [2.69560, -0.09832, 1.45307], [1.87926, 0.03112, -0.90992], [0.24590, 3.42579, -1.65500], [0.54446, 1.82978, -2.38121], [-1.00521, -0.06009, -1.63616], [-2.40887, 0.98578, 1.19619], [-1.64492, 1.65710, 1.58936], [-2.82595, 0.41643, 2.01885], [-3.19769, 1.58025, 0.73965], [-0.80158, -2.07263, -0.51858], [-0.34407, -1.62140, -1.57070], [-2.14413, -3.76368, 2.54485], [-0.11544, -5.15424, -1.22037], [0.33831, -3.64373, -2.06639], [1.70835, -4.82148, 0.40188], [2.32413, -4.91738, -1.25018], [1.86725, -2.34234, 0.32347], [2.44194, -2.42737, -1.34354], [3.87976, -3.59563, 1.09128], [4.45127, -3.70774, -0.57181], [4.35433, -2.13526, 0.21703]],
  "homo_energy_ev": -8.22,
  "orbital_gap_ev": 8.796,
  "energy_ev": -39437.1540,
  "max_force_ev_per_a": 0.567,
  "e_above_lowest_ev": 0.0000,
  "smiles": "CCCCN1C(=O)NC(=O)/C(=C(\\C)N[C@@H](Cc2c[nH]c3ccccc23)C(=O)OC)C1=O"
}


3.
{
  "formula": "C4H15O7",
  "method": "ωB97M-V with the def2-TZVPD basis set",
  "species": ["C", "O", "C", "C", "C", "O", "O", "H", "H", "H", "H", "H", "H", "H", "H", "H", "O", "H", "H", "O", "H", "H", "O", "H", "H", "O"],
  "positions_angstrom": [[0.09331, 1.76568, -1.76636], [-0.13140, 1.15300, -3.10535], [0.16749, 0.72649, -0.57225], [-0.99492, 0.55242, 0.27963], [-0.36715, 0.24530, 1.66133], [-0.49079, -0.96146, 1.96603], [0.25929, 1.07896, 2.33659], [0.94537, 2.30547, -1.92658], [-0.88259, 2.35179, -1.48751], [1.05446, 1.12896, 0.00649], [0.48456, -0.16167, -1.12387], [-1.53524, 1.41714, 0.56194], [-1.49736, -0.46584, -0.12637], [-1.13998, -2.40000, 0.88192], [-0.90503, 0.53403, -3.10159], [-2.28692, -0.67169, -1.41014], [-2.57137, -0.32879, -2.31987], [2.44490, -1.48985, 1.09215], [1.48546, -2.19799, 1.93982], [2.26134, -2.36568, 1.52735], [-0.12073, -2.82028, -0.15260], [-3.00476, 0.53528, -2.28414], [-1.09358, -2.81232, 0.05960], [2.76399, 1.64281, 2.08500], [2.12209, 0.49308, 2.71125], [2.93957, 0.74515, 2.26753]],
  "homo_energy_ev": -5.30,
  "orbital_gap_ev": 8.526,
  "energy_ev": -18724.8592,
  "max_force_ev_per_a": 6.040,
  "e_above_lowest_ev": 2.5664,
  "total_charge": -1
}


4.
{
  "formula": "C13H25F5N2O2ReSi2Te",
  "method": "ωB97M-V with the def2-TZVPD basis set",
  "species": ["Re", "C", "Si", "C", "C", "C", "C", "C", "C", "C", "Si", "C", "C", "H", "H", "H", "H", "H", "H", "H", "H", "H", "H", "H", "H", "H", "H", "H", "H", "N", "C", "O", "C", "C", "H", "H", "H", "H", "H", "H", "F", "Te", "F", "F", "F", "F", "O", "N", "H", "H", "H"],
  "positions_angstrom": [[7.43940, 9.16501, 7.07796], [10.00137, 6.57099, 10.03306], [9.76700, 8.35304, 9.45066], [11.38404, 9.31910, 9.16056], [8.75429, 9.28210, 10.73898], [9.43981, 9.33208, 11.96029], [8.91696, 9.97111, 13.07618], [7.65248, 10.52654, 13.00113], [6.93223, 10.44657, 11.80786], [7.46561, 9.85758, 10.65639], [6.34065, 9.98293, 9.10920], [6.10743, 11.88840, 8.85751], [4.62476, 9.28351, 9.57480], [10.65337, 6.54979, 10.92617], [10.43242, 5.95685, 9.22943], [9.01961, 6.16201, 10.31312], [11.95191, 9.38593, 10.10089], [11.18022, 10.34809, 8.82388], [12.03952, 8.80662, 8.44284], [10.42035, 8.85064, 12.04055], [9.51230, 10.03448, 13.98435], [7.19851, 11.03762, 13.84662], [5.91851, 10.85769, 11.78316], [5.94641, 12.38510, 9.82743], [5.23267, 12.10750, 8.21709], [7.00836, 12.33987, 8.39804], [4.06907, 9.99088, 10.22085], [4.72763, 8.31632, 10.08654], [4.00465, 9.12766, 8.68134], [6.33199, 4.93182, 9.02112], [6.52441, 6.15603, 8.50749], [6.70377, 7.15204, 9.26316], [6.52368, 6.25462, 6.99782], [6.07078, 7.63053, 6.49837], [6.34126, 4.81893, 10.02434], [6.27676, 4.11668, 8.43114], [5.91653, 5.43981, 6.57419], [7.56815, 6.07323, 6.66529], [5.02712, 7.82969, 6.80382], [6.09373, 7.65196, 5.39586], [11.15163, 7.19000, 6.89406], [10.20466, 8.87288, 6.40042], [9.02801, 7.49126, 5.66439], [8.92872, 10.73020, 7.37169], [8.87359, 9.76325, 5.02816], [11.09861, 8.52346, 4.67201], [8.91461, 8.19884, 8.02056], [6.33259, 10.48836, 5.76378], [5.32622, 10.36730, 5.62547], [6.77838, 10.41667, 4.83834], [6.47139, 11.47241, 6.02520]],
  "homo_energy_ev": [-9.00, -9.14],
  "s_squared": 3.774,
  "orbital_gap_ev": [8.953, 8.241],
  "spin_multiplicity": 4,
  "energy_ev": -59731.7426,
  "max_force_ev_per_a": 5.780,
  "e_above_lowest_ev": 0.0000
}